[1]
{"formula": "C3H9N", "method": "wB97M-V/def2-TZVPD", "elements": ["C", "H", "H", "H", "H", "C", "C", "N", "H", "H", "H", "H", "H"], "coordinates": [[-2.72879, 1.90347, 0.85400], [-3.24210, 1.46887, 0.01057], [-1.67042, 1.80053, 0.57539], [-2.82241, 1.22673, 1.79099], [-2.91249, 2.90854, 1.12899], [1.45104, -2.13732, -0.56037], [2.04177, 0.10492, -0.44373], [1.38019, -0.80640, 0.08930], [2.18858, -2.14446, -1.42491], [0.37725, -2.46164, -0.89282], [1.50752, -2.98394, 0.19909], [2.53419, 0.83519, 0.16218], [1.89566, 0.28550, -1.48867]], "mulliken_charge": [-0.87, 0.23, 0.19, 0.20, 0.25, -0.65, -0.36, -0.34, 0.30, 0.22, 0.25, 0.26, 0.31], "smiles": "C=NC.C", "multiplicity": 1}

***

[2]
{"formula": "C35H44As2IrN3Si", "method": "wB97M-V/def2-TZVPD", "elements": ["Ir", "C", "As", "C", "C", "C", "C", "C", "C", "C", "As", "C", "C", "H", "H", "H", "H", "H", "H", "H", "H", "H", "H", "H", "H", "H", "H", "H", "H", "C", "Si", "C", "N", "C", "C", "C", "C", "C", "C", "C", "C", "C", "C", "C", "C", "C", "C", "C", "C", "C", "H", "H", "H", "H", "H", "H", "H", "H", "H", "H", "H", "H", "H", "H", "H", "H", "H", "H", "H", "H", "H", "H", "H", "H", "N", "C", "C", "C", "C", "C", "N", "C", "H", "H", "H", "H"], "coordinates": [[-0.27809, -0.37340, 0.50239], [-3.40404, 0.95245, 2.62556], [-2.56668, 0.42573, 0.97444], [-3.14021, 1.83645, -0.20754], [-3.60422, -1.10368, 0.38712], [-4.83399, -1.45947, 0.92280], [-5.49590, -2.59006, 0.45390], [-4.93407, -3.36187, -0.55048], [-3.70128, -3.01512, -1.09259], [-3.03145, -1.88802, -0.62926], [-1.26289, -1.43530, -1.30836], [-0.59064, -3.11566, -1.96135], [-1.51375, -0.42376, -2.92270], [-4.45616, 1.13595, 2.41128], [-2.95620, 1.87689, 2.98668], [-3.30845, 0.17629, 3.38224], [-4.21621, 1.72405, -0.33241], [-2.64308, 1.77791, -1.16869], [-2.91790, 2.80283, 0.24503], [-5.29032, -0.87081, 1.70789], [-6.45174, -2.86564, 0.87794], [-5.44866, -4.24226, -0.91027], [-3.27974, -3.63837, -1.87070], [-1.14867, -3.35413, -2.86604], [-0.71640, -3.90946, -1.23212], [0.46457, -3.00676, -2.21001], [-2.29387, -0.93063, -3.48982], [-0.58424, -0.42168, -3.49096], [-1.80557, 0.59729, -2.70947], [1.61758, -0.20442, -0.39534], [3.14626, -0.14687, 0.67404], [3.25660, 1.62089, 1.41977], [1.95879, 2.22233, 1.64057], [1.04515, 1.64154, 2.48956], [0.01073, 2.64605, 3.00609], [0.62855, 4.04380, 3.02793], [0.98346, 4.46478, 1.59411], [1.38723, 3.22838, 0.76671], [4.74161, -0.33731, -0.23271], [5.08803, 0.56654, -1.24542], [6.30198, 0.47399, -1.90348], [7.19577, -0.53303, -1.55875], [6.87058, -1.44524, -0.56854], [5.64915, -1.34991, 0.08920], [3.00274, -1.43200, 2.01254], [3.50565, -1.27317, 3.30705], [3.50471, -2.32691, 4.21314], [3.02570, -3.57118, 3.83052], [2.53990, -3.76276, 2.54426], [2.52041, -2.69699, 1.65420], [1.77762, -1.04852, -1.08026], [1.56044, 0.67521, -1.06225], [3.81115, 2.26721, 0.74387], [3.82499, 1.51083, 2.34878], [1.56215, 1.08641, 3.27398], [0.45886, 0.78094, 1.84639], [-0.33317, 2.33162, 3.99338], [-0.86275, 2.65777, 2.34588], [1.52752, 4.02568, 3.64567], [-0.05097, 4.75742, 3.49014], [1.80095, 5.18413, 1.60096], [0.13404, 4.94779, 1.10886], [2.08528, 3.45991, -0.03435], [0.49214, 2.78643, 0.30144], [4.40212, 1.35732, -1.53635], [6.55523, 1.17982, -2.68284], [8.14995, -0.60150, -2.06359], [7.56686, -2.23110, -0.30936], [5.41577, -2.07232, 0.86233], [3.93549, -0.33009, 3.62522], [3.90580, -2.18333, 5.20743], [3.05329, -4.39936, 4.52666], [2.20664, -4.74465, 2.23070], [2.15783, -2.87477, 0.64442], [-0.82870, -6.40798, 1.87602], [-0.89031, -5.31915, 2.22835], [-0.92819, -3.93725, 2.63987], [-1.11327, -3.55298, 3.95931], [-1.10659, -2.20118, 4.25425], [-0.92672, -1.29037, 3.23227], [-0.73866, -1.67045, 1.95692], [-0.73556, -2.97307, 1.66701], [-1.25135, -4.29663, 4.73242], [-1.25008, -1.84488, 5.26380], [-0.93133, -0.22618, 3.42120], [-0.56838, -3.25115, 0.64450]], "mulliken_charge": [2.48, -1.48, 0.62, -1.14, 0.64, -0.78, -0.79, -0.83, -0.77, -0.08, 0.72, -1.56, -1.06, 0.59, 0.39, 0.44, 0.46, 0.18, 0.47, 0.42, 0.46, 0.45, 0.46, 0.54, 0.49, 0.47, 0.44, 0.42, 0.27, -1.54, -0.47, -1.00, 0.26, 0.78, -0.39, -1.01, -0.87, -0.48, 0.80, -0.56, -0.79, -0.51, -0.77, -0.29, 0.62, -0.36, -0.82, -0.73, -0.76, -0.13, 0.68, 0.82, 0.69, 0.38, 0.72, -1.30, 0.54, -0.27, 0.38, 0.46, 0.36, 0.38, 0.66, -0.07, 0.33, 0.42, 0.40, 0.42, 0.32, 0.39, 0.47, 0.46, 0.60, 0.57, -0.44, -0.47, 0.27, -0.26, -1.45, -0.12, 0.23, -0.04, 0.60, 0.57, 0.39, -0.01], "multiplicity": 1, "total_charge": 2}

***

[3]
{"formula": "C30H49F2N2O11S2", "method": "wB97M-V/def2-TZVPD", "elements": ["C", "C", "O", "C", "C", "C", "F", "C", "C", "O", "O", "C", "O", "N", "C", "O", "F", "C", "C", "O", "C", "C", "C", "C", "C", "C", "C", "N", "C", "C", "C", "O", "C", "H", "H", "H", "H", "H", "H", "H", "H", "H", "H", "H", "H", "H", "H", "H", "H", "H", "H", "H", "H", "H", "H", "H", "H", "H", "H", "H", "H", "H", "H", "H", "H", "H", "C", "C", "C", "S", "O", "O", "C", "H", "H", "H", "H", "H", "H", "H", "H", "C", "C", "C", "S", "O", "O", "C", "H", "H", "H", "H", "H", "H", "H", "H"], "coordinates": [[7.08739, 1.29993, 5.03827], [5.66205, 1.23467, 5.54883], [4.69194, 1.54465, 4.55455], [4.65660, 0.60969, 3.51116], [3.33858, 0.74064, 2.82333], [2.35896, -0.22323, 2.98589], [2.62176, -1.26238, 3.76320], [1.10785, -0.09021, 2.37222], [0.04230, -1.09352, 2.67391], [-0.03710, -1.59539, 3.72963], [-0.81850, -1.41824, 1.64262], [-1.81104, -0.50984, 1.42359], [-2.20141, 0.22300, 2.26365], [-2.29100, -0.62534, 0.08608], [-2.23382, 0.54262, -0.69892], [-2.21252, 0.55672, -1.86546], [-2.16401, 1.65748, 0.01497], [0.92762, 0.98780, 1.54214], [1.92300, 1.94359, 1.35190], [1.63548, 2.98211, 0.59099], [2.24732, 3.30474, -0.69827], [2.72626, 2.18789, -1.61834], [4.14402, 1.68918, -1.32972], [1.68623, 1.05313, -1.85633], [2.18394, -0.38609, -1.70275], [3.04477, -0.82104, -2.89601], [0.95541, -1.32989, -1.56090], [3.08461, 1.83752, 2.04234], [4.05626, 2.94640, 1.99443], [3.53132, 4.20492, 2.72080], [3.68236, 5.49316, 1.90271], [2.50214, 5.90217, 1.27357], [1.61145, 6.65299, 2.08306], [7.77176, 1.49251, 5.85444], [7.19496, 2.08846, 4.30223], [7.38854, 0.35962, 4.59052], [5.46358, 0.25134, 5.96917], [5.53534, 1.94816, 6.35085], [4.79606, -0.41107, 3.84736], [5.44373, 0.79442, 2.77748], [-3.24254, -0.98802, 0.09171], [-0.00213, 1.14216, 1.03155], [3.04741, 4.02234, -0.57015], [1.46438, 3.85621, -1.19826], [2.83302, 2.69715, -2.57110], [4.53519, 1.20490, -2.21047], [4.80196, 2.53446, -1.16415], [4.21159, 1.00707, -0.49197], [0.81055, 1.23429, -1.24005], [1.32341, 1.13916, -2.87561], [2.71605, -0.49411, -0.76411], [2.54909, -1.55056, -3.51881], [3.35091, 0.01956, -3.50720], [3.96885, -1.27139, -2.54660], [0.92209, -2.06717, -2.35275], [0.99755, -1.88321, -0.63045], [0.03387, -0.76999, -1.62532], [4.96324, 2.64359, 2.48373], [4.29199, 3.19159, 0.97807], [2.50889, 4.05674, 3.04474], [4.10770, 4.31444, 3.63206], [4.44060, 5.34982, 1.13686], [4.06788, 6.27217, 2.55561], [1.30085, 7.53487, 1.53753], [0.73323, 6.05810, 2.32111], [2.07207, 6.96310, 3.01632], [-3.42965, -1.94277, -3.79900], [-3.76393, -3.39962, -3.45497], [-3.00840, -4.29212, -4.44989], [-1.53761, -3.36833, -4.92507], [-1.61260, -3.04718, -6.32665], [-0.36025, -3.99703, -4.37616], [-1.92020, -1.89806, -3.98112], [-3.75094, -1.25765, -3.01729], [-3.93195, -1.65463, -4.72442], [-3.42563, -3.62134, -2.43835], [-4.83768, -3.56609, -3.47910], [-2.69365, -5.23540, -4.01185], [-3.58475, -4.47824, -5.35359], [-1.56069, -1.02429, -4.51973], [-1.41045, -1.98428, -3.02223], [-8.38362, -4.58633, 0.41220], [-9.50676, -3.98406, -0.44429], [-8.89536, -2.83938, -1.26378], [-7.16371, -3.26293, -1.49315], [-6.34282, -2.29036, -0.80841], [-6.90865, -3.57536, -2.87794], [-7.19558, -4.76972, -0.52752], [-8.68017, -5.53072, 0.86404], [-8.11876, -3.89707, 1.21639], [-9.90275, -4.74744, -1.11556], [-10.33259, -3.62586, 0.16677], [-9.35483, -2.72977, -2.24221], [-8.92998, -1.89156, -0.73085], [-6.24194, -4.88710, -0.01856], [-7.35599, -5.59583, -1.21920]], "mulliken_charge": [-1.19, -0.30, -0.37, -2.31, 0.99, 1.09, -0.33, 0.64, -0.34, -0.42, -0.24, 0.05, -0.43, 0.28, 0.52, -0.35, -0.30, -0.08, -0.56, -0.52, -1.07, 0.82, -2.05, -1.27, 1.77, -1.80, -0.92, 0.70, -0.81, -0.51, -0.96, -0.33, -0.79, 0.40, 0.30, 0.33, 0.35, 0.39, 0.70, 0.40, 0.26, 0.81, 0.38, 0.47, 0.73, 0.52, 0.46, 0.28, 0.01, 0.56, -0.20, 0.46, 0.38, 0.38, 0.57, 0.14, -0.22, 0.80, 0.19, 0.36, 0.42, 0.42, 0.48, 0.26, 0.27, 0.40, -0.86, -0.19, -0.82, 1.18, -0.69, -0.68, -0.14, 0.31, 0.39, 0.25, 0.17, 0.38, 0.39, 0.63, -0.32, -0.59, -0.60, -0.72, 1.20, -0.66, -0.74, -0.73, 0.35, 0.30, 0.30, 0.32, 0.36, 0.36, 0.41, 0.38], "multiplicity": 1, "total_charge": 1}

***

[4]
{"formula": "CH2BrNO3", "method": "wB97M-V/def2-TZVPD", "elements": ["C", "N", "O", "O", "O", "Br", "H", "H"], "coordinates": [[0.62136, 0.00606, 0.27764], [-0.25692, -1.73275, -0.15929], [-0.03685, -2.60253, 0.63753], [-0.88386, -1.65099, -1.15065], [-0.07052, 0.91345, -0.42247], [2.39909, -0.35945, -0.29318], [0.49248, 0.03732, 1.30961], [0.14406, 0.59516, -1.23207]], "mulliken_charge": [-0.18, 0.76, -0.49, -0.50, -0.36, -0.05, 0.41, 0.42], "multiplicity": 1}

***

[5]
{"formula": "C18H42N6O6", "method": "wB97M-V/def2-TZVPD", "elements": ["C", "C", "O", "N", "C", "H", "H", "H", "H", "H", "H", "H", "C", "C", "O", "N", "C", "H", "H", "H", "H", "H", "H", "H", "C", "C", "O", "N", "C", "H", "H", "H", "H", "H", "H", "H", "C", "C", "O", "N", "C", "H", "H", "H", "H", "H", "H", "H", "C", "C", "O", "N", "C", "H", "H", "H", "H", "H", "H", "H", "C", "C", "O", "N", "C", "H", "H", "H", "H", "H", "H", "H"], "coordinates": [[2.90984, -0.84144, -3.79683], [4.14884, -0.04359, -3.70662], [5.04878, -0.06395, -4.53693], [4.09336, 0.91095, -2.71535], [5.18972, 1.86967, -2.57399], [3.24615, -1.77942, -4.23863], [2.30719, -0.42918, -4.60613], [2.18930, -0.90163, -2.98118], [3.51211, 0.66428, -1.92705], [4.86528, 2.81696, -3.00467], [6.09847, 1.77119, -3.16776], [5.55047, 1.87613, -1.54544], [-1.62630, 0.41162, 5.28074], [-1.74148, 1.06313, 3.98235], [-1.46037, 0.54080, 2.95322], [-2.37450, 2.23355, 4.04866], [-2.70402, 3.10686, 2.88666], [-0.80787, -0.29156, 5.43506], [-2.59411, -0.08299, 5.36320], [-1.60429, 1.05468, 6.16055], [-3.00268, 2.16493, 4.83656], [-2.65819, 4.16101, 3.16006], [-3.70651, 2.90254, 2.51069], [-2.04010, 2.95657, 2.03536], [-0.10636, -0.68642, -1.10622], [1.02611, 0.06298, -0.35931], [2.14761, 0.23117, -0.78829], [0.54291, 0.56850, 0.80403], [1.39361, 1.48650, 1.71474], [-1.03520, -0.55320, -0.55160], [0.01117, -1.75853, -1.26391], [-0.28291, -0.37423, -2.13552], [-0.26169, 0.25993, 1.33083], [1.97069, 2.26931, 1.22251], [2.14821, 0.82851, 2.14570], [0.90715, 1.88494, 2.60508], [-0.88261, -0.60929, -8.03474], [-0.68082, -0.93757, -6.61874], [0.13125, -0.26562, -5.90579], [-1.58085, -1.88264, -6.13766], [-1.87914, -2.13701, -4.76962], [0.10188, -0.47830, -8.48389], [-1.55341, 0.22831, -8.22598], [-1.47974, -1.38907, -8.50747], [-2.31380, -2.30583, -6.68884], [-1.61494, -1.28654, -4.14113], [-1.45725, -3.09881, -4.47801], [-2.94261, -2.31041, -4.60510], [-0.66027, -5.47936, -2.45485], [-1.58969, -4.78601, -1.45003], [-1.17651, -4.12246, -0.53191], [-2.82157, -4.97299, -1.73716], [-3.76440, -4.04258, -1.09429], [-0.54228, -6.56248, -2.48698], [0.31156, -4.99983, -2.33779], [-0.93254, -5.01934, -3.40477], [-3.16335, -5.78236, -2.23537], [-3.80675, -3.12782, -1.68549], [-3.57544, -3.50920, -0.16268], [-4.75398, -4.48618, -0.98447], [1.47769, 2.59568, 5.49104], [1.41468, 3.68526, 6.52196], [2.09982, 4.64172, 6.28567], [0.54681, 3.50017, 7.53013], [0.31203, 4.60937, 8.47860], [1.27218, 2.96635, 4.48682], [0.81813, 1.75516, 5.70697], [2.49520, 2.22525, 5.61572], [0.16665, 2.57527, 7.67202], [-0.71136, 4.45396, 8.82013], [0.39463, 5.45322, 7.79362], [1.04042, 4.61141, 9.28949]], "mulliken_charge": [-0.66, 0.66, -0.69, -0.13, -1.02, 0.34, 0.16, 0.07, 0.48, 0.30, 0.34, 0.33, -1.53, 0.95, -0.70, -0.24, -0.85, 0.33, 0.42, 0.37, 0.24, 0.31, 0.32, 0.28, -0.66, 0.57, -0.81, -0.10, -0.73, 0.28, 0.22, 0.14, 0.39, 0.39, 0.35, -0.11, -1.04, 0.68, -0.62, -0.15, -0.60, 0.29, 0.27, 0.32, 0.26, 0.15, 0.06, 0.39, -1.19, 0.66, -0.60, -0.13, -0.86, 0.37, 0.33, 0.26, 0.26, 0.22, 0.31, 0.36, -0.47, 0.54, -0.61, -0.20, -0.83, 0.13, 0.01, 0.30, 0.24, 0.32, 0.31, 0.25], "smiles": "CNC(C)=O.CNC(C)=O.CNC(C)=O.CNC(C)=O.CNC(C)=O.CNC(C)=O", "multiplicity": 1}

***

no.,maximum force (hartree/bohr),energy (Eh)
1,0.07741,-174.35713
2,0.05859,-6389.17547
3,0.02364,-3105.47981
4,0.10275,-2893.64431
5,0.09704,-1491.00551